This record from the Open Molecules 2025 dataset describes one molecule with the formula C20H15ClN2O2S3 in a non-equilibrium geometry. The level of theory is the ωB97M-V functional and the def2-TZVPD basis.

Each line ends with the natural charge from an NBO analysis.
Atoms and positions in Å:
O1 -1.393 -3.072 -2.870  -0.911
O2 0.309 -4.783 -2.156  -0.871
Cl1 -1.857 -4.406 3.529  0.036
N1 -1.030 3.228 2.269  -0.410
S1 -1.145 -1.470 0.410  0.534
S2 -2.056 -1.192 3.323  0.392
C1 -1.471 -2.071 2.002  -0.438
C2 -1.059 -4.060 0.769  -0.203
C3 -1.433 -3.535 2.058  -0.095
C4 -0.852 -3.081 -0.219  -0.541
C5 -2.257 2.783 2.164  0.031
C6 -0.094 2.401 2.729  0.055
C7 -2.610 1.442 2.405  -0.240
C8 -0.414 0.982 3.035  -0.247
C9 3.167 2.178 0.214  -0.219
C10 -1.243 1.823 -1.969  -0.222
C11 3.602 0.992 -0.407  -0.200
C12 -0.855 0.617 -2.496  -0.228
C13 -1.656 0.504 2.790  -0.161
C14 1.869 2.615 -0.049  -0.193
C15 -0.244 2.450 -1.044  -0.158
C16 2.611 0.216 -1.047  -0.217
C17 0.408 0.043 -2.277  -0.004
C18 1.019 1.895 -0.803  -0.044
C19 1.380 0.740 -1.423  -0.101
N2 1.074 -2.281 -2.113  -0.802
C20 0.924 -1.211 -3.041  -0.273
S3 -0.240 -3.399 -1.922  2.156
H1 -0.991 -5.140 0.641  0.262
H2 -3.130 3.330 1.923  0.200
H3 0.945 2.750 2.696  0.207
H4 -3.658 1.051 2.293  0.231
H5 0.211 0.317 3.599  0.231
H6 3.776 2.763 1.005  0.222
H7 -2.224 2.296 -2.294  0.234
H8 4.658 0.544 -0.326  0.228
H9 -1.481 -0.019 -3.227  0.235
H10 1.668 3.531 0.502  0.222
H11 -0.547 3.422 -0.691  0.220
H12 2.993 -0.787 -1.368  0.217
H13 1.270 -1.931 -1.197  0.394
H14 1.849 -0.916 -3.612  0.220
H15 0.207 -1.562 -3.807  0.250

Cartesian forces, eV/Å:
O 3.424 -0.124 2.799
O -1.296 3.706 1.754
Cl 0.389 0.488 -1.235
N 1.324 0.528 0.284
S 0.228 -0.838 0.245
S -0.369 1.681 0.455
C 0.110 -3.919 -1.000
C -0.152 0.508 0.210
C 0.248 3.146 -1.279
C 0.389 -1.239 0.864
C -1.243 -3.152 0.625
C -0.866 -2.695 -0.412
C -1.211 -0.837 -0.497
C 1.630 2.724 0.095
C 0.368 1.026 0.816
C 1.854 2.533 2.671
C -0.103 -1.717 0.295
C 0.818 -3.376 -2.145
C -0.963 0.269 0.571
C 4.124 1.234 3.147
C -4.466 -0.953 -3.398
C 3.631 -0.658 -0.664
C 0.589 0.981 -0.310
C -3.221 1.828 -1.007
C -1.294 -3.200 -0.947
N -0.795 -2.257 0.685
C -1.274 1.954 -0.816
S -1.773 -1.982 -3.493
H 0.230 0.370 -0.360
H -0.111 1.556 -0.466
H -0.489 -0.126 0.490
H 1.013 0.867 -0.014
H 0.977 0.098 -0.225
H -0.761 -1.032 -1.813
H 1.508 -0.506 0.864
H -1.847 0.907 0.168
H 0.643 1.389 1.245
H -0.911 -0.091 -0.481
H 0.335 0.137 0.451
H -0.663 0.996 -0.058
H 0.332 -0.011 0.681
H -0.521 -0.694 0.876
H 0.165 0.483 0.330

As for the orbital gap: 0.29347 Ha. For the LUMO energy, the calculation gives -0.264 eV. As for the net charge: 0. The structure (SMILES) is O=S(=O)(NCc1cccc2ccccc12)c1cc(Cl)c(Sc2ccncc2)s1. The value obtained for the HOMO energy is -0.303 hartree.